(1)
{
  "formula": "C4H6INO",
  "method": "wB97M-V/def2-TZVPD",
  "elements": ["C", "C", "C", "C", "N", "O", "I", "H", "H", "H", "H", "H", "H"],
  "xyz": [[-0.4812, 1.1697, -0.0075], [0.7104, -0.0472, -1.6162], [0.2427, -0.9611, 1.4381], [-0.7637, -0.1946, 0.5060], [0.3765, 1.1212, -1.2157], [-0.8802, -0.3222, 1.9634], [1.8773, -0.2301, -3.3424], [-1.4890, 1.7385, -0.4146], [0.0667, 1.9084, 0.5654], [-1.5137, -0.8106, -0.0110], [0.4067, -0.9378, -1.0885], [0.3762, -2.0864, 1.4477], [1.0714, -0.3476, 1.7753]],
  "forces_ev_per_a": [[-1.487, 1.493, -2.871], [-0.360, 2.341, 0.304], [-0.462, 0.937, -1.162], [0.736, -1.359, 3.490], [0.210, -1.829, -0.858], [-1.477, -0.328, -0.595], [-0.059, -0.137, 0.164], [2.313, -1.468, 1.266], [-0.348, -0.352, 1.069], [0.424, 0.337, 0.144], [0.314, -0.500, -0.425], [-0.570, 1.411, 0.021], [0.766, -0.546, -0.548]],
  "mulliken_charge": [-0.418, -0.243, -0.249, -0.314, -0.436, -0.409, 0.050, 0.243, 0.342, 0.458, 0.443, 0.281, 0.251],
  "relative_energy_kcal_mol": 77.9,
  "spin_multiplicity": 1,
  "total_energy_ha": -583.595349,
  "homo_ev": -9.54,
  "homo_lumo_gap_ev": 10.07,
  "largest_force_ha_per_bohr": 0.0742
}



(2)
{
  "formula": "C4H6IO3",
  "method": "wB97M-V/def2-TZVPD",
  "elements": ["C", "C", "C", "C", "O", "O", "O", "I", "H", "H", "H", "H", "H", "H"],
  "xyz": [[-2.3578, -1.7611, -0.4024], [1.1551, -0.1288, -1.0965], [1.2670, 0.7830, 0.1188], [0.1929, 0.2263, 1.0687], [-3.4014, -1.6669, 0.0898], [-1.3965, -2.0133, -0.9806], [0.3746, 0.9654, 2.2419], [-1.9708, 1.2024, -0.2771], [1.8070, -1.0263, -1.0499], [1.2960, 0.3301, -2.1172], [0.1910, -0.5623, -0.9886], [0.9904, 1.7558, -0.2161], [2.2083, 0.7664, 0.7106], [-0.3558, 1.1293, 2.8985]],
  "forces_ev_per_a": [[-0.919, -0.013, -0.115], [1.605, -0.671, -0.959], [-0.236, -1.335, 0.333], [0.007, 0.541, 1.870], [-0.433, -0.227, 0.564], [1.021, -0.516, -0.433], [-0.331, 1.134, 0.136], [-0.309, 0.958, -0.061], [0.087, 0.551, 0.058], [-0.190, -0.218, 1.144], [-0.792, -0.107, -0.645], [0.111, 1.084, 0.297], [-0.296, 0.133, -0.637], [0.674, -1.314, -1.551]],
  "mulliken_charge": [0.714, -0.409, -0.361, -0.446, -0.419, -0.436, -0.342, -0.626, 0.289, 0.236, -0.056, 0.244, 0.316, 0.294],
  "relative_energy_kcal_mol": 79.9,
  "total_charge": -1,
  "spin_multiplicity": 1,
  "total_energy_ha": -679.429644,
  "homo_ev": -3.00,
  "homo_lumo_gap_ev": 6.52,
  "largest_force_ha_per_bohr": 0.0417
}



(3)
{
  "formula": "C4H6IO3",
  "method": "wB97M-V/def2-TZVPD",
  "elements": ["I", "C", "C", "C", "O", "C", "O", "O", "H", "H", "H", "H", "H", "H"],
  "xyz": [[-26.8033, -8.4304, 4.7820], [-27.0384, -8.1035, 10.1867], [-28.0212, -7.1482, 9.5383], [-27.8875, -6.9577, 8.0008], [-29.2176, -7.0869, 7.5355], [-30.0551, -7.4658, 8.4835], [-31.2242, -7.6775, 8.3580], [-29.4192, -7.5466, 9.6781], [-26.0805, -7.8137, 9.7505], [-27.2148, -9.0776, 9.7068], [-27.1615, -8.2644, 11.2496], [-28.0843, -6.2233, 10.1287], [-27.1255, -7.6343, 7.6129], [-27.5981, -5.9335, 7.7612]],
  "forces_ev_per_a": [[0.123, -0.024, 0.009], [-0.855, -0.873, -2.082], [-1.376, 0.840, 0.855], [0.576, 0.982, 1.616], [0.128, -0.414, -1.083], [-0.133, -0.191, 0.900], [0.087, 0.056, -0.195], [0.300, -0.788, -0.108], [0.395, 0.085, 0.945], [-0.013, 0.005, 0.158], [0.411, 0.531, 0.187], [0.806, 0.225, -0.493], [-0.694, -0.294, -0.675], [0.245, -0.140, -0.034]],
  "mulliken_charge": [-0.894, -1.364, 0.400, -0.268, -0.240, 0.664, -0.581, -0.387, 0.363, 0.341, 0.356, 0.228, 0.174, 0.208],
  "relative_energy_kcal_mol": 14.8,
  "total_charge": -1,
  "spin_multiplicity": 1,
  "total_energy_ha": -679.533415,
  "homo_ev": -3.57,
  "homo_lumo_gap_ev": 6.72,
  "largest_force_ha_per_bohr": 0.0469
}



(4)
{
  "formula": "C4H6InO2",
  "method": "wB97M-V/def2-TZVPD",
  "elements": ["H", "O", "C", "C", "C", "C", "O", "In", "H", "H", "H", "H", "H"],
  "xyz": [[-0.2254, 1.7134, 2.7988], [1.6340, -0.4169, 2.1701], [0.5113, -0.3376, 1.3978], [0.4837, -0.0940, 0.0791], [-0.8641, -0.1919, -0.6069], [-0.8171, 0.0494, -2.0691], [0.2156, 0.3418, -2.6764], [1.7683, 0.4051, -1.3754], [2.3981, -0.1436, 1.6490], [-0.3564, -0.6820, 1.9746], [-1.6097, 0.5388, -0.2214], [-1.3779, -1.1655, -0.4822], [-1.7603, -0.0171, -2.6379]],
  "forces_ev_per_a": [[-0.058, 0.141, 0.074], [-1.279, 0.356, -0.669], [1.603, -1.020, 0.650], [-2.162, -0.460, 1.401], [-0.551, 0.090, 0.023], [-0.987, -0.050, -0.024], [-1.592, -0.113, -1.252], [3.879, 0.707, 0.070], [0.184, -0.012, 0.091], [0.222, 0.364, -0.239], [0.238, -0.186, -0.174], [0.206, 0.183, -0.031], [0.297, 0.000, 0.080]],
  "mulliken_charge": [0.046, -0.390, -0.079, -0.040, -0.602, 0.164, -0.555, 0.556, 0.263, 0.495, 0.343, 0.366, 0.434],
  "relative_energy_kcal_mol": 91.6,
  "total_charge": 1,
  "spin_multiplicity": 1,
  "total_energy_ha": -496.165071,
  "homo_ev": [-13.22, -13.52],
  "homo_lumo_gap_ev": [8.38, 7.14],
  "largest_force_ha_per_bohr": 0.0767
}



(5)
{
  "formula": "C4H6InO2",
  "method": "wB97M-V/def2-TZVPD",
  "elements": ["C", "O", "H", "H", "C", "C", "C", "O", "In", "H", "H", "H", "H"],
  "xyz": [[-0.4264, -0.1636, -1.2035], [-0.4899, -1.2453, -1.9994], [-0.2941, 0.7566, -1.7738], [-0.3083, -2.0628, -1.5207], [1.9872, 1.0750, 0.8671], [0.5705, 0.9540, 0.9170], [-0.0722, -0.1990, 0.2107], [-1.4641, -0.0118, -0.1820], [-3.1178, -0.8717, 0.2844], [2.4719, 0.1329, 1.1783], [0.3110, 1.9389, 0.4533], [0.7223, 0.8804, 2.1156], [0.1099, -1.1837, 0.6531]],
  "forces_ev_per_a": [[0.692, 0.016, -1.609], [0.030, 0.678, 0.554], [-0.067, -0.181, 0.061], [0.086, -0.345, -0.129], [-1.345, -2.955, 1.511], [1.945, 2.982, -1.292], [-0.065, -1.256, 0.587], [4.692, 2.616, -0.600], [-5.739, -2.665, 1.489], [1.703, 0.627, -0.377], [-1.354, -0.247, 1.157], [-0.577, 0.509, -1.295], [-0.001, 0.220, -0.058]],
  "mulliken_charge": [0.064, -0.411, 0.408, 0.368, -0.135, -0.284, -0.069, -0.281, 0.691, 0.379, 0.355, 0.401, 0.514],
  "relative_energy_kcal_mol": 57.3,
  "total_charge": 2,
  "spin_multiplicity": 2,
  "total_energy_ha": -495.679704,
  "homo_ev": [-17.58, -17.57],
  "homo_lumo_gap_ev": [5.49, 5.15],
  "largest_force_ha_per_bohr": 0.1264,
  "s2": 0.75
}



(6)
{
  "formula": "C4H6InO3",
  "method": "wB97M-V/def2-TZVPD",
  "elements": ["In", "C", "C", "C", "O", "C", "O", "O", "H", "H", "H", "H", "H", "H"],
  "xyz": [[-2.2667, -4.7867, 0.2294], [-0.4090, 1.5423, -0.9399], [0.4499, 0.2998, -0.5522], [1.1647, 0.4727, 0.7363], [0.5818, -0.6692, 1.4536], [-0.3249, -1.3152, 0.7911], [-0.8736, -2.3722, 1.1983], [-0.5647, -0.6330, -0.3498], [0.2345, 2.3760, -1.2205], [-0.9734, 1.8399, -0.0562], [-1.1360, 1.3593, -1.7312], [1.0854, 0.1345, -1.4222], [0.7927, 1.3255, 1.3043], [2.2391, 0.4264, 0.5589]],
  "forces_ev_per_a": [[-0.161, -0.224, 0.072], [-2.695, 3.084, -0.948], [-0.167, -0.933, 1.840], [-1.315, -2.705, -1.332], [0.989, 0.501, 1.557], [-1.086, -2.454, 2.389], [1.728, 3.208, -2.052], [0.514, -0.249, -1.577], [0.852, -0.237, -0.211], [-0.012, -0.285, 0.234], [0.350, -0.417, -0.199], [0.021, -0.128, -1.225], [0.358, 0.714, 0.660], [0.625, 0.125, 0.791]],
  "mulliken_charge": [1.329, -1.143, 0.552, -0.274, -0.136, 0.724, -0.293, -0.090, 0.402, 0.435, 0.381, 0.366, 0.378, 0.369],
  "relative_energy_kcal_mol": 39.7,
  "total_charge": 3,
  "spin_multiplicity": 1,
  "total_energy_ha": -570.351166,
  "homo_ev": -23.48,
  "homo_lumo_gap_ev": 3.28,
  "largest_force_ha_per_bohr": 0.0818
}



- Number 6 is which compound?
  C4H6InO3